Entry from OMol25: the molecule C8H10N2O4S (wB97M-V/def2-TZVPD).

```
25
C8H10N2O4S wB97M-V/def2-TZVPD
O -0.41 -1.33 -2.40
H 3.17 -0.36 -2.36
H -1.64 -2.54 2.44
C -1.12 -1.39 0.53
O 1.19 1.25 1.06
H -3.08 1.44 2.11
N 0.69 0.76 -1.59
O -1.53 0.87 -2.64
C -1.63 -1.58 1.80
C 2.02 0.60 0.47
H 3.18 1.25 -2.21
C -2.41 -0.57 2.40
S -0.78 -0.02 -1.82
H 1.54 -1.06 -0.92
H -2.26 1.77 -0.09
C 1.80 0.10 -1.01
C -2.08 0.83 0.44
C -2.54 0.70 1.78
H 0.66 1.73 -1.57
N 3.07 0.38 -1.71
C -1.34 -0.18 -0.11
H -2.89 -0.62 3.36
H 3.82 -0.20 0.74
O 3.26 0.48 1.09
H -0.69 -2.29 0.21
```

The HOMO-LUMO gap is 0.3741 hartree. The calculation puts the total energy at -1119.45771 a.u. The value obtained for the energy above the lowest of the compared OMol25 structures with the same formula, charge and spin is 0.00 kcal per mole. The value obtained for the HOMO energy is -9.7 eV. Its structure (SMILES) is N[C@H](NS(=O)(=O)c1ccccc1)C(=O)O.


Entry from OMol25: a structure of composition C29H18F5N2O3S4W (wB97M-V/def2-TZVPD).

```
62
C29H18F5N2O3S4W wB97M-V/def2-TZVPD
C 0.49 -2.38 3.43
H 1.91 -4.89 5.22
C 0.70 -4.38 2.10
H -5.03 1.97 -1.62
N -1.00 2.54 -0.78
C -3.56 -1.88 0.25
C -3.34 2.70 -2.73
H -3.78 -0.47 -4.91
C -4.36 1.79 -2.45
C -4.52 0.65 -3.23
S -0.32 -2.37 0.70
C 3.42 -0.67 0.57
C 1.47 -4.38 4.38
H 0.56 -4.90 1.16
O -0.78 -0.46 2.73
F -4.41 -4.21 -2.99
H -1.98 1.14 -5.42
C -3.15 -2.48 -2.02
C -1.92 2.64 0.11
H -1.71 3.17 -4.03
C -4.13 -3.45 -1.94
C 2.17 0.76 -0.97
C -4.82 -3.64 -0.75
H 0.38 2.58 -2.98
C 0.31 -3.05 2.21
C 0.06 -1.00 3.70
C 1.06 1.67 -1.20
H 0.94 3.71 -1.77
H -5.32 -0.04 -3.02
C -3.17 3.96 -1.92
N -0.03 1.58 -0.48
S -3.28 3.69 -0.12
C 4.43 -0.79 -0.37
C 1.27 -5.04 3.17
C -4.53 -2.85 0.36
W -0.53 -0.04 0.92
H 3.48 -1.15 1.54
C -2.85 -1.68 -0.92
H 1.20 -2.52 5.43
C 4.31 -0.16 -1.61
C -2.49 2.46 -3.80
F -3.27 -1.13 1.32
C 2.30 0.08 0.25
C 1.16 2.75 -2.23
H 5.10 -0.28 -2.35
H 5.30 -1.38 -0.14
H 1.57 -6.08 3.07
H -3.98 4.67 -2.10
O 1.30 0.16 1.16
C 1.08 -3.06 4.50
C 3.22 0.61 -1.90
F -5.18 -3.03 1.50
S -1.67 -0.39 -1.11
S -1.93 1.76 1.63
H 2.13 2.78 -2.69
H -2.23 4.45 -2.15
F -5.76 -4.57 -0.67
H 3.15 1.10 -2.86
F -2.49 -2.33 -3.16
O 0.33 -0.36 4.66
C -2.65 1.32 -4.58
C -3.66 0.41 -4.30
```

The HOMO-LUMO gap is 0.2286 hartree. The calculation puts the total energy at -3610.14559 a.u. The charge is +1. The value obtained for the energy above the lowest of the compared OMol25 structures with the same formula, charge and spin is 1.32 kcal per mole. The value obtained for the HOMO energy is -11.5 eV.